DFT (wB97M-V/def2-TZVPD) results for 3 unconnected molecules or ions with the total composition C21H39F2N3O10.

The geometry in XYZ format:
```
75
Properties=species:S:1:pos:R:3
O -0.60 1.69 -2.38
C -1.31 -3.93 -2.59
H 0.91 7.25 5.62
C 0.30 -3.11 -4.16
H 2.56 -6.00 -4.34
O -3.80 -0.39 0.98
O -4.16 1.14 -0.62
F -1.15 -1.50 1.08
H 0.79 -8.05 -4.61
H 2.95 -5.73 -6.04
C -0.73 -6.60 -4.07
C 3.92 6.11 2.78
N -2.52 1.58 0.92
H 0.82 -5.59 -3.24
H 0.30 4.03 6.04
H -1.26 -5.79 -4.60
H 0.96 0.10 -0.57
C -3.86 -1.61 0.37
C -0.21 3.88 5.09
C 0.17 0.27 0.16
H -1.92 -3.48 -1.80
C 1.85 2.95 4.29
H 1.19 -3.74 -4.09
C -2.20 -0.37 -0.71
C 2.39 -6.37 -5.35
H -0.39 -3.52 -4.91
H -4.94 0.59 -0.64
C 0.20 -7.26 -5.08
H -3.01 0.54 -2.51
C -0.45 5.18 4.34
H 2.18 3.55 3.43
C -0.92 0.60 -2.67
O -4.55 -2.50 0.69
C -3.14 0.52 0.14
H -1.20 3.47 5.34
C -2.28 2.60 0.29
O -1.83 3.58 -0.12
H 3.04 5.76 2.23
C -0.77 -5.24 -2.03
O -0.32 -2.96 -2.89
H 0.62 -2.13 -4.50
H -0.19 1.27 -0.01
H 4.75 5.44 2.57
H 2.27 3.35 5.21
H 1.72 5.69 5.82
F -0.19 -0.13 -3.50
H -1.61 -5.82 -1.63
H 2.65 7.86 3.90
H -1.98 -4.08 -3.44
C -0.89 -0.83 -0.08
H -1.47 -7.33 -3.74
C 1.49 6.49 5.10
H -1.13 5.80 4.92
C 0.85 0.13 1.52
H 4.18 7.11 2.44
H -2.30 -1.03 -2.73
O 0.43 2.87 4.33
H -0.42 -7.71 -5.86
H 1.56 0.95 1.62
O 1.03 -6.30 -5.72
N 0.71 5.99 3.97
H 2.23 1.94 4.14
N 0.01 -6.10 -2.92
H 3.29 7.54 5.52
H 2.77 -7.39 -5.43
H -0.47 -1.56 -0.77
H 0.15 0.23 2.35
H -0.12 -4.99 -1.18
C 2.81 7.08 4.65
H 1.31 5.44 3.38
H -0.97 4.94 3.41
O -3.00 -1.59 -0.66
C -2.18 -0.09 -2.21
H 1.39 -0.81 1.55
O 3.70 6.08 4.18
```

2S+1 = 1
E_tot = -1939.89428 a.u.
Kohn-Sham gap = 0.3356 hartree
largest force on an atom = 1.87 eV/Å
ΔE to the lowest compared entry with this formula, charge and spin = 23.84 kJ/mol
structure (SMILES) = CC[C@@H](F)[C@@]1(CC(=O)F)OC(=O)O[C@@]1(O)N=C=O.COCCNCCOC.COCCNCCOC

Atom charges from the Löwdin analysis, given in e for atoms 1 to 4:
1 O 0.185
2 C -0.217
3 H 0.123
4 C -0.084